Entry 1:
Density functional theory data (the ωB97M-V functional and the def2-TZVPD basis) for C5H15N3 as an isolated structure at a distorted geometry.

```
23
Properties=species:S:1:pos:R:3:forces:R:3:mulliken_charge:R:1
C 1.721 0.135 0.455 -0.746 0.211 2.263 0.3305
C -0.192 0.223 0.966 4.948 -0.105 -1.074 -0.2354
C -0.330 0.145 -0.439 -5.076 -0.324 0.356 -0.3045
C 2.204 -1.236 0.018 -0.321 -0.014 -0.027 -1.4139
C 2.308 1.293 -0.330 -0.273 0.035 -0.056 -1.4206
N -2.201 -0.047 0.018 0.401 0.145 0.195 0.0983
N -3.305 0.658 -0.590 -0.094 0.076 -0.781 -0.8302
N -2.516 -1.427 0.121 0.238 0.076 -0.543 -0.6076
H 1.967 0.271 1.511 0.465 -0.019 -0.101 0.3269
H -3.905 1.034 0.148 0.311 -0.076 -0.002 0.2281
H -2.933 1.466 -1.083 -0.014 -0.111 0.039 0.2210
H -3.256 -1.569 0.809 0.235 0.219 -0.061 0.2261
H -2.897 -1.750 -0.770 -0.048 -0.037 0.023 0.2450
H -0.307 -0.670 1.568 -0.148 0.101 -0.149 0.2440
H -0.283 1.193 1.440 -0.162 -0.170 -0.052 0.2233
H -0.197 -0.787 -0.971 0.267 0.046 0.112 0.2475
H -0.298 1.068 -1.004 0.198 -0.093 -0.032 0.2350
H 1.665 -2.034 0.537 0.026 0.040 -0.031 0.3425
H 2.071 -1.389 -1.056 0.024 -0.012 0.008 0.3391
H 2.164 1.168 -1.406 -0.019 0.042 0.007 0.3469
H 1.863 2.246 -0.032 0.023 -0.038 -0.046 0.3386
H 3.270 -1.362 0.243 -0.112 0.081 -0.048 0.4096
H 3.388 1.370 -0.154 -0.123 -0.074 -0.001 0.4100
```
Forces are in eV/Å.

DFT total energy	-9892.68170	eV
relative energy (zero: lowest compared OMol25 entry of this formula, charge and spin)	6.4695	eV
F_max	5.099	eV Å⁻¹
E_LUMO	0.037	hartree
HOMO-LUMO gap	8.163	eV

=====

Entry 2:
Density functional theory data (the ωB97M-V functional and the def2-TZVPD basis) for a 2-piece molecular cluster, C6H14BrN3 overall at a distorted geometry.

```
24
Properties=species:S:1:pos:R:3:forces:R:3:mulliken_charge:R:1
C 0.364 2.177 -1.987 -0.268 -4.322 -0.736 0.0263
C 0.307 3.315 -1.140 0.855 1.893 0.477 -0.7391
C -1.775 -0.827 0.486 2.620 2.295 -2.479 -0.6737
C -0.700 -2.811 1.428 -1.470 -0.225 -2.350 -1.0550
C 1.347 -1.445 -0.110 1.277 1.366 -0.159 -0.7815
C 0.960 0.169 1.616 1.346 -0.368 -0.548 -0.2747
N -0.495 1.200 -1.922 2.653 -1.140 -0.481 -0.5582
N -0.630 -1.415 1.178 0.511 1.595 1.573 -0.0782
N 0.684 -0.898 0.884 -1.703 0.680 -0.422 0.2028
Br 2.504 1.216 1.395 0.032 -0.417 -0.367 -0.2117
H 1.259 3.173 -0.523 -1.433 0.408 -0.197 0.1119
H 0.545 4.192 -1.797 -0.645 -0.134 0.967 0.3376
H -0.640 3.310 -0.562 0.805 0.521 -0.242 0.2502
H -2.715 -1.234 0.813 -0.103 -0.268 0.097 0.3610
H -1.732 0.297 0.564 -0.354 -1.070 0.642 0.2040
H -1.576 -0.848 -0.647 -0.880 -0.797 1.189 0.2073
H -1.086 -3.247 0.475 0.293 -0.527 0.335 0.3303
H 0.278 -3.243 1.570 -0.027 -0.187 0.953 0.3735
H -1.552 -2.913 2.104 0.758 -0.729 0.662 0.3623
H 1.328 2.051 -2.517 -0.372 0.006 -0.006 0.3267
H 2.129 -0.878 -0.598 0.162 -0.131 0.451 0.2561
H 0.949 -2.264 -0.591 -0.921 -1.593 -0.710 0.3298
H 0.245 0.665 2.164 -1.564 0.388 1.077 0.4514
H 0.000 0.257 -2.284 -1.570 2.755 0.277 0.2407
```
Forces are in eV/Å.

DFT total energy	-80956.33659	eV
F_max	4.393	eV Å⁻¹
E_LUMO	0.028	hartree
HOMO-LUMO gap	7.724	eV

=====

Entry 3:
Density functional theory data (the ωB97M-V functional and the def2-TZVPD basis) for a 2-piece molecular cluster, C6H16NS overall at a distorted geometry.

```
24
Properties=species:S:1:pos:R:3:forces:R:3:mulliken_charge:R:1
C -1.519 -0.862 -1.968 0.220 0.448 0.480 -1.0449
C -2.197 0.001 -0.900 -0.001 0.529 -0.627 -0.5361
S -1.272 1.564 -0.620 -0.021 -0.462 0.036 -0.0834
C -2.352 2.301 0.635 0.088 -0.480 -0.020 -0.8510
H -2.202 -1.609 -2.357 -0.068 -0.071 -0.068 0.3676
H -0.672 -1.390 -1.526 0.102 -0.129 -0.090 0.1666
H -1.164 -0.234 -2.787 -0.071 -0.101 -0.108 0.3173
H -2.346 -0.561 0.020 -0.033 0.132 0.106 0.3921
H -3.150 0.353 -1.293 -0.214 -0.279 0.187 0.4749
H -3.379 2.282 0.279 -0.007 0.155 -0.060 0.2884
H -2.290 1.721 1.553 0.003 0.080 0.084 0.2508
H -2.031 3.319 0.821 0.029 0.114 -0.041 0.3512
C 1.975 -0.773 2.605 -0.162 0.118 -0.025 -1.1656
C 2.433 -0.662 1.193 0.273 -0.133 -0.573 -0.1699
C 1.649 -0.444 0.150 -0.240 -0.604 1.185 -0.0724
N 2.141 -0.368 -1.225 -0.086 0.536 -0.307 -0.1744
H 0.925 -0.511 2.718 -0.045 -0.090 -0.069 0.3187
H 2.141 -1.781 2.983 0.011 -0.047 -0.011 0.3256
H 2.549 -0.097 3.237 0.105 0.029 0.008 0.3363
H 3.492 -0.825 1.003 0.128 0.250 0.125 0.2686
H 0.572 -0.451 0.205 -0.057 0.427 -0.069 0.1121
H 3.115 -0.057 -1.310 -0.062 -0.335 0.177 0.4046
H 1.997 -1.258 -1.703 0.184 -0.038 -0.217 0.3670
H 1.584 0.341 -1.714 -0.076 -0.050 -0.102 0.3557
```
Forces are in eV/Å.

DFT total energy	-18799.61703	eV
relative energy (zero: lowest compared OMol25 entry of this formula, charge and spin)	1.0432	eV
F_max	1.351	eV Å⁻¹
E_LUMO	-0.127	hartree
HOMO-LUMO gap	8.282	eV
charge	+1

=====

Entry 4:
Density functional theory data (the ωB97M-V functional and the def2-TZVPD basis) for a 2-piece molecular cluster, C3H3BrO2 overall at a distorted geometry.

```
9
Properties=species:S:1:pos:R:3:forces:R:3:mulliken_charge:R:1
C -0.997 -0.598 -0.053 0.239 4.029 1.863 -0.2132
C -0.628 -1.414 -0.810 0.938 -3.898 -3.409 -0.3890
C 1.978 1.310 -1.146 0.897 -1.669 0.435 0.5963
O 2.109 1.152 0.171 0.114 -0.080 0.226 -0.3957
O 1.432 2.101 -1.807 -0.476 0.804 -0.085 -0.3769
Br 2.957 -0.244 -1.933 -0.442 0.753 0.260 -0.1768
H -0.385 -2.182 -1.572 -0.335 0.929 1.216 0.3721
H 1.692 1.808 0.761 -0.083 0.174 -0.826 0.3420
H -0.850 0.425 0.306 -0.854 -1.042 0.318 0.2413
```
Forces are in eV/Å.

DFT total energy	-77294.41974	eV
relative energy (zero: lowest compared OMol25 entry of this formula, charge and spin)	1.8443	eV
F_max	5.263	eV Å⁻¹
SMILES	O=C(O)Br.C#C
E_LUMO	0.006	hartree
HOMO-LUMO gap	10.872	eV

=====

> What is the formula in the second record?

C6H14BrN3

=====

> Look up the E_LUMO of the second one.

0.028 hartree

=====

> Which value of DFT total energy does entry 4 give?

-77294.41974 eV